{
  "formula": "C4H10O2",
  "method": "the ωB97M-V functional and the def2-TZVPD basis",
  "lumo_energy_ev": 0.68,
  "relative_energy_kj_mol": 557.8,
  "homo_ev": -6.92,
  "orbital_gap_ev": 7.60,
  "total_energy_ev": -8399.7658,
  "largest_force_ev_per_a": 0.4,
  "total_charge": 0,
  "symbols": ["O", "O", "C", "C", "C", "C", "H", "H", "H", "H", "H", "H", "H", "H", "H", "H"],
  "positions_angstrom": [[2.887864, 0.640519, -0.732334], [0.840987, -0.510714, -0.610422], [-1.202780, 0.218716, 0.613987], [-2.125036, -0.494561, -0.381173], [0.176545, -0.338197, 0.838117], [1.810229, 0.712995, 0.143638], [2.254273, 0.646729, 1.128140], [0.122423, -1.378105, 1.192906], [2.570659, 0.768517, -1.637738], [-3.096362, 0.011072, -0.445207], [-1.664576, 0.211511, 1.612366], [-2.305731, -1.534867, -0.085262], [1.156011, 1.567253, -0.012150], [-1.683085, -0.501800, -1.383293], [-1.142605, 1.283038, 0.332206], [1.401190, -1.302106, -0.573788]],
  "forces_ev_per_a": [[-0.1, 0.0, -0.3], [0.2, -0.1, 0.1], [0.0, 0.1, 0.0], [0.0, -0.1, -0.1], [-0.4, -0.2, 0.1], [0.1, 0.3, 0.1], [-0.1, -0.1, -0.1], [0.0, 0.2, 0.0], [0.1, 0.0, 0.1], [0.2, -0.1, 0.0], [0.1, 0.0, -0.1], [0.0, 0.1, 0.0], [0.1, -0.2, 0.1], [-0.1, 0.0, 0.1], [0.0, -0.1, 0.0], [-0.2, 0.1, 0.0]]
}

{
  "formula": "C4H10O2",
  "method": "the ωB97M-V functional and the def2-TZVPD basis",
  "lumo_energy_ev": 0.86,
  "relative_energy_kj_mol": 221.2,
  "homo_ev": -10.09,
  "orbital_gap_ev": 10.95,
  "total_energy_ev": -8403.2549,
  "largest_force_ev_per_a": 2.3,
  "total_charge": 0,
  "symbols": ["O", "O", "C", "C", "C", "C", "H", "H", "H", "H", "H", "H", "H", "H", "H", "H"],
  "positions_angstrom": [[-1.028505, -1.300548, -0.609881], [2.600812, 0.421121, 0.265362], [-1.391314, 0.920506, 0.119113], [-0.906940, -0.466983, 0.553199], [-2.513004, 1.447556, 0.584837], [2.571676, -0.681882, -0.741192], [2.808943, -1.679556, -0.351249], [2.101548, 1.172102, -0.201679], [-0.729244, -2.158979, -0.327638], [-0.776611, 1.398470, -0.635900], [0.135160, -0.376727, 0.828015], [1.570340, -0.730622, -1.213310], [-2.919650, 2.428741, 0.324514], [3.283208, -0.405871, -1.507590], [-3.124984, 0.920046, 1.342726], [-1.489674, -0.847380, 1.402521]],
  "forces_ev_per_a": [[-0.1, 0.3, 0.4], [-1.3, 0.0, -1.9], [-0.1, -1.0, 0.5], [-0.6, 1.2, -0.8], [-0.6, 0.2, 0.7], [-0.7, 1.3, 0.2], [0.1, 0.6, 0.5], [1.2, -1.6, 1.2], [0.2, -0.7, -0.1], [-0.1, 0.1, 0.0], [0.4, -0.1, 0.3], [0.4, -0.1, 0.3], [0.4, -0.3, -0.2], [0.3, -0.2, -0.3], [0.5, 0.2, -0.5], [0.0, 0.1, -0.2]]
}

{
  "formula": "C4H10O2",
  "method": "the ωB97M-V functional and the def2-TZVPD basis",
  "lumo_energy_ev": [0.69, 0.99],
  "relative_energy_kj_mol": 430.0,
  "homo_ev": [-7.00, -7.46],
  "orbital_gap_ev": [7.69, 8.45],
  "total_energy_ev": -8401.0906,
  "largest_force_ev_per_a": 1.0,
  "total_charge": 0,
  "symbols": ["O", "O", "C", "C", "C", "C", "H", "H", "H", "H", "H", "H", "H", "H", "H", "H"],
  "positions_angstrom": [[-1.023921, -0.061973, -0.928862], [2.146142, 0.082672, 0.179060], [-0.270112, -0.437335, -1.960750], [-0.799277, 0.862160, -0.073386], [1.511634, -1.054513, 0.737476], [-1.724761, 1.006736, 1.080167], [2.293027, -0.114743, -0.754138], [0.728030, -1.434715, 0.072622], [-2.446736, 0.185818, 1.089948], [-0.794500, -1.106100, -2.627078], [-1.171625, 0.991434, 2.028347], [0.114998, 1.439602, -0.181695], [-2.279242, 1.954422, 1.050346], [0.429776, 0.303743, -2.336268], [2.224431, -1.864600, 0.938134], [1.062137, -0.752608, 1.686078]],
  "forces_ev_per_a": [[-0.5, -0.7, -0.3], [0.1, 0.0, -0.3], [0.1, 0.2, -0.4], [0.3, 0.7, 0.6], [-0.1, -0.3, 0.2], [0.0, 0.0, 0.0], [0.0, 0.1, 0.1], [0.1, 0.0, 0.1], [0.1, 0.1, 0.0], [0.1, 0.0, 0.1], [-0.1, 0.0, -0.1], [-0.1, 0.0, 0.0], [0.1, -0.1, 0.0], [0.0, -0.1, 0.0], [0.0, 0.1, 0.0], [0.1, 0.0, -0.1]]
}